(1)
ORCA calculation (the ωB97M-V functional and the def2-TZVPD basis) on the molecule C4H8O2.

The geometry in XYZ format:
```
14
C4H8O2 | the Open Molecules 2025 dataset | the ωB97M-V functional and the def2-TZVPD basis
C -0.3745 1.6504 0.0886
C -0.0700 0.2006 -0.2409
C -1.2216 -0.7451 0.0878
O 1.0978 -0.1519 0.5479
C 1.8696 -1.1201 0.0482
O 1.6750 -1.7273 -0.9702
H -1.2113 2.0035 -0.5230
H -0.6535 1.7509 1.1428
H 0.4933 2.2889 -0.1022
H 0.2082 0.0915 -1.2930
H -0.8508 -1.7565 0.2657
H -1.9345 -0.7939 -0.7400
H -1.7620 -0.4105 0.9774
H 2.7343 -1.2804 0.7109
```

Computed properties:
Frontier orbital gap: 11.69 eV
E: -8372.8423 eV
Energy above the lowest of the compared OMol25 structures with the same formula, charge and spin: 10.1 kcal/mol
Strongest force on any atom: 0.24 eV Å⁻¹



(2)
ORCA calculation (the ωB97M-V functional and the def2-TZVPD basis) on the molecule C4H8O2.

The geometry in XYZ format:
```
14
C4H8O2 | the Open Molecules 2025 dataset | the ωB97M-V functional and the def2-TZVPD basis
C 1.3079 1.9815 -0.0388
O 0.2052 1.2074 -0.4364
C -0.0832 0.1805 0.4723
C -1.1685 -0.7087 -0.1012
C -0.8767 -2.1193 -0.4152
O -1.5337 -1.7479 0.7804
H 1.1264 2.4944 0.9215
H 2.2165 1.3645 0.0641
H 1.4701 2.7313 -0.8177
H -0.3361 0.5967 1.4693
H 0.7926 -0.4739 0.6365
H -1.7419 -0.4799 -0.9847
H 0.1753 -2.3586 -0.4705
H -1.5539 -2.6680 -1.0796
```

Computed properties:
Frontier orbital gap: 10.99 eV
E: -8369.9694 eV
Energy above the lowest of the compared OMol25 structures with the same formula, charge and spin: 76.4 kcal/mol
Strongest force on any atom: 2.24 eV Å⁻¹



(3)
ORCA calculation (the ωB97M-V functional and the def2-TZVPD basis) on a cluster of 2 separate species, C4H8O2 in total.

The geometry in XYZ format:
```
14
C4H8O2 | the Open Molecules 2025 dataset | the ωB97M-V functional and the def2-TZVPD basis
C 0.4804 -1.8939 0.2624
C 1.0471 0.9007 0.0540
O 0.4425 0.8633 -1.1048
C -1.0026 1.0300 -0.8298
C -1.0566 0.7198 0.6517
O 0.2959 0.9999 1.0621
H 1.0821 -2.0867 1.1536
H 1.1310 -1.7230 -0.5996
H -0.1596 -2.7514 0.0590
H 2.1201 0.7989 0.1258
H -1.2630 2.0476 -1.1726
H -1.5236 0.3003 -1.4599
H -0.2232 -1.0610 0.4547
H -1.7407 1.2551 1.2966
```

Computed properties:
Frontier orbital gap (alpha / beta): 7.57 / 7.57 eV
E: -8368.6135 eV
Energy above the lowest of the compared OMol25 structures with the same formula, charge and spin: 107.7 kcal/mol
Strongest force on any atom: 0.50 eV Å⁻¹



Question: Among the records above, which one has the highest strongest force on any atom?
Answer: number 2



Please write out number 1 again, unchanged.
ORCA calculation (the ωB97M-V functional and the def2-TZVPD basis) on the molecule C4H8O2.

The geometry in XYZ format:
```
14
C4H8O2 | the Open Molecules 2025 dataset | the ωB97M-V functional and the def2-TZVPD basis
C -0.3745 1.6504 0.0886
C -0.0700 0.2006 -0.2409
C -1.2216 -0.7451 0.0878
O 1.0978 -0.1519 0.5479
C 1.8696 -1.1201 0.0482
O 1.6750 -1.7273 -0.9702
H -1.2113 2.0035 -0.5230
H -0.6535 1.7509 1.1428
H 0.4933 2.2889 -0.1022
H 0.2082 0.0915 -1.2930
H -0.8508 -1.7565 0.2657
H -1.9345 -0.7939 -0.7400
H -1.7620 -0.4105 0.9774
H 2.7343 -1.2804 0.7109
```

Computed properties:
Frontier orbital gap: 11.69 eV
E: -8372.8423 eV
Energy above the lowest of the compared OMol25 structures with the same formula, charge and spin: 10.1 kcal/mol
Strongest force on any atom: 0.24 eV Å⁻¹



Question: Among the records above, which one has the highest strongest force on any atom?
Answer: number 2